Entry from the OMol25 dataset: a molecular structure, C5H7N (ωB97M-V/def2-TZVPD).

Results
E_LUMO (alpha / beta): 0.66 / 0.65 eV
HOMO energy (alpha / beta): -0.271 / -0.271 Eh
orbital gap (alpha / beta): 8.02 / 8.03 eV

Positions of all 13 atoms, in Å:
C1 0.453 -1.138 0.107
C2 1.216 0.052 -0.425
C3 0.378 1.134 -0.683
C4 -0.061 1.006 0.654
N1 -1.627 0.190 -0.553
C5 -0.794 -0.304 0.514
H1 0.934 -1.599 0.978
H2 0.300 -1.897 -0.673
H3 2.257 0.019 -0.745
H4 0.620 2.031 -1.242
H5 -0.023 1.749 1.443
H6 -2.342 -0.524 -0.769
H7 -1.309 -0.720 1.394